[1]
Formula: C36H49BNO5
Source: OMol25
Level of theory: ωB97M-V/def2-TZVPD

Element x y z (Å)
C: -0.764 4.954 0.540
C: -0.392 3.682 -0.218
C: -1.644 2.922 -0.627
O: -1.420 1.606 -1.100
C: -1.064 1.288 -2.454
O: -1.333 -0.101 -2.481
B: -1.459 -0.758 -1.261
O: -2.671 -1.309 -0.921
O: -0.396 -0.968 -0.406
C: 0.457 1.501 -2.683
C: 0.986 2.249 -3.943
C: 1.666 3.568 -3.558
C: 2.043 1.391 -4.634
N: -0.124 2.474 -4.925
O: -0.190 1.637 -5.889
C: -1.451 2.977 -4.454
C: -2.367 3.070 -5.674
C: -1.339 4.372 -3.831
C: -2.009 1.922 -3.489
H: -1.077 4.729 1.561
H: 0.075 5.649 0.591
H: -1.592 5.474 0.049
H: 0.216 3.934 -1.091
H: 0.214 3.025 0.413
H: -2.285 2.788 0.249
H: -2.229 3.495 -1.357
H: -2.600 -2.219 -0.613
H: 0.366 -0.429 -0.641
H: 0.875 0.494 -2.713
H: 0.857 1.987 -1.792
H: 2.357 3.371 -2.735
H: 2.246 3.953 -4.399
H: 0.985 4.351 -3.237
H: 1.693 0.373 -4.799
H: 2.314 1.817 -5.599
H: 2.933 1.363 -3.999
H: -1.874 3.610 -6.484
H: -3.274 3.610 -5.395
H: -2.639 2.087 -6.050
H: -1.035 4.358 -2.785
H: -0.636 4.993 -4.387
H: -2.315 4.858 -3.879
H: -2.879 2.326 -2.964
H: -2.368 1.083 -4.084
C: -5.056 0.115 2.856
C: -4.102 -0.353 1.961
C: -2.751 -0.199 2.244
C: -2.358 0.420 3.424
C: -3.311 0.894 4.315
C: -4.662 0.740 4.031
H: -6.109 -0.004 2.634
H: -4.402 -0.827 1.036
H: -2.008 -0.554 1.543
H: -1.304 0.537 3.647
H: -3.002 1.383 5.230
H: -5.406 1.111 4.725
C: 1.790 -5.984 1.241
C: 3.105 -5.651 1.539
C: 3.500 -4.320 1.536
C: 2.580 -3.324 1.236
C: 1.264 -3.654 0.938
C: 0.872 -4.987 0.941
H: 1.485 -7.023 1.242
H: 3.820 -6.430 1.770
H: 4.525 -4.059 1.767
H: 2.889 -2.286 1.237
H: 0.551 -2.874 0.703
H: -0.153 -5.249 0.710
C: 4.158 -10.570 -0.816
C: 5.472 -10.237 -0.521
C: 5.868 -8.906 -0.523
C: 4.948 -7.909 -0.819
C: 3.633 -8.242 -1.114
C: 3.238 -9.573 -1.113
H: 3.849 -11.608 -0.815
H: 6.189 -11.014 -0.289
H: 6.894 -8.646 -0.294
H: 5.253 -6.870 -0.817
H: 2.917 -7.462 -1.338
H: 2.213 -9.833 -1.345
C: 0.017 3.784 5.784
C: 0.313 4.577 6.884
C: -0.641 5.451 7.386
C: -1.891 5.533 6.789
C: -2.188 4.740 5.689
C: -1.234 3.866 5.186
H: 0.760 3.100 5.393
H: 1.287 4.512 7.352
H: -0.409 6.070 8.244
H: -2.635 6.214 7.182
H: -3.164 4.800 5.223
H: -1.468 3.248 4.328

Properties
<S²> ... 0.75
Gap between HOMO and LUMO (alpha / beta) ... 8.59 / 9.57 eV
2S+1 ... 2
E_HOMO (alpha / beta) ... -8.206 / -9.186 eV
Molecular weight ... 586.6 g mol⁻¹

[2]
Formula: C36H49MgN5P2Si
Source: OMol25
Level of theory: ωB97M-V/def2-TZVPD

Element x y z (Å)
Mg: 0.000 0.000 0.000
C: -6.952 2.049 -5.316
C: -6.298 2.913 -4.529
C: -6.753 3.633 -3.287
C: -8.002 3.080 -2.564
C: -7.836 1.650 -2.107
C: -8.028 0.521 -2.799
C: -8.471 0.318 -4.224
C: -8.362 1.527 -5.180
C: 0.649 -1.580 1.238
H: -6.392 1.639 -6.156
H: -5.272 3.145 -4.815
H: -6.925 4.693 -3.530
H: -5.913 3.631 -2.578
H: -8.176 3.708 -1.682
H: -8.883 3.198 -3.196
H: -7.485 1.537 -1.081
H: -7.838 -0.411 -2.265
H: -9.511 -0.045 -4.228
H: -7.875 -0.507 -4.641
H: -8.706 1.197 -6.167
H: -9.052 2.313 -4.868
H: 1.331 -2.267 0.703
H: -0.210 -2.165 1.627
H: 1.189 -1.141 2.103
P: -2.060 0.130 1.030
P: -0.786 1.765 -1.262
N: -3.099 -1.257 0.948
N: -2.202 0.470 2.742
N: -1.553 1.326 -2.761
N: 0.236 3.102 -1.697
C: -3.091 1.491 0.262
C: -2.183 2.577 -0.339
C: -2.807 -2.378 0.162
C: -3.916 -3.198 0.166
C: -4.922 -2.568 0.972
C: -4.404 -1.375 1.437
C: -1.548 -0.274 3.726
C: -1.600 0.439 4.908
C: -2.281 1.671 4.643
C: -2.629 1.674 3.306
C: -1.128 0.222 -3.509
C: -1.916 0.139 -4.639
C: -2.856 1.220 -4.594
C: -2.617 1.935 -3.437
C: -0.026 4.145 -2.589
C: 0.987 5.076 -2.462
C: 1.893 4.602 -1.457
C: 1.415 3.389 -1.002
H: -3.818 1.901 0.988
H: -3.665 0.984 -0.539
H: -2.753 3.280 -0.974
H: -1.686 3.174 0.451
H: -1.830 -2.460 -0.319
H: -3.998 -4.160 -0.346
H: -5.917 -2.958 1.199
H: -4.819 -0.606 2.091
H: -1.123 -1.249 3.484
H: -1.205 0.104 5.870
H: -2.505 2.463 5.360
H: -3.145 2.425 2.706
H: -0.307 -0.393 -3.138
H: -1.834 -0.625 -5.417
H: -3.632 1.443 -5.330
H: -3.112 2.818 -3.033
H: -0.887 4.104 -3.257
H: 1.081 5.996 -3.045
H: 2.809 5.091 -1.118
H: 1.790 2.683 -0.260
C: 2.916 -0.090 3.379
Si: 3.403 0.388 1.609
C: 4.331 1.986 1.977
C: 4.653 -0.933 1.139
N: 2.194 0.427 0.194
C: 2.752 0.491 -1.128
C: 3.882 1.277 -1.448
C: 4.373 1.331 -2.752
C: 3.758 0.592 -3.761
C: 2.647 -0.201 -3.454
C: 2.151 -0.244 -2.145
H: 3.810 0.040 4.025
H: 2.666 -1.164 3.499
H: 2.104 0.562 3.758
H: 5.010 1.781 2.832
H: 4.985 2.353 1.173
H: 3.613 2.772 2.277
H: 4.125 -1.904 1.017
H: 5.144 -0.677 0.178
H: 5.426 -1.039 1.926
H: 4.375 1.876 -0.725
H: 5.233 1.952 -2.979
H: 4.143 0.635 -4.769
H: 2.175 -0.782 -4.235
H: 1.314 -0.876 -1.905

Properties
Gap between HOMO and LUMO ... 5.76 eV
Energy above the lowest of the compared OMol25 structures with the same formula, charge and spin ... 0.00 kcal/mol
E_HOMO ... -6.545 eV
Molecular weight ... 666.2 g mol⁻¹